i:
Here is a single C22H20N2O8 molecule from OMol25. Energies are from ωB97M-V/def2-TZVPD.

```
52
C22H20N2O8 | OMol25 | ωB97M-V/def2-TZVPD
O -2.74 -2.32 -2.84
O 0.01 -0.23 -3.65
O -1.40 -3.77 -0.81
O -3.77 0.06 -1.61
O 1.05 3.88 2.01
O -0.91 2.04 1.08
O 0.99 1.28 -1.15
O 0.29 -0.54 1.08
N -2.64 -1.96 -1.51
N 0.35 1.73 1.54
C -2.00 -1.49 -3.72
C 1.51 0.09 -1.71
C 3.72 2.36 2.72
C 2.27 0.59 1.94
C 1.33 -0.02 -3.24
C -1.79 -2.38 1.99
C -2.00 -2.76 -0.56
C -3.21 -0.80 -0.98
C 4.49 0.07 2.59
C -2.91 -0.87 0.47
C 2.50 1.93 2.24
C -2.77 -0.31 2.77
C -0.48 -1.55 -3.50
C -3.20 0.02 1.48
C -2.08 -1.48 3.02
C 4.72 1.40 2.89
C 1.27 2.70 1.94
C -0.90 2.47 -0.28
C -0.42 1.38 -1.24
C 0.88 0.44 1.45
C -2.21 -2.06 0.72
C 3.26 -0.36 2.12
H 5.69 1.70 3.26
H 2.58 0.12 -1.48
H -1.24 -3.29 2.18
H -0.73 1.63 -2.26
H -0.88 0.42 -0.95
H 1.99 -0.82 -3.61
H -3.73 0.94 1.28
H -1.76 -1.71 4.02
H 1.07 -0.78 -1.21
H 0.01 -2.22 -4.21
H -0.28 3.36 -0.39
H -0.28 -1.93 -2.49
H 3.90 3.40 2.94
H -2.28 -1.87 -4.71
H 1.63 0.93 -3.70
H -2.32 -0.45 -3.63
H 5.28 -0.65 2.73
H 3.07 -1.40 1.88
H -2.97 0.37 3.58
H -1.95 2.71 -0.48
```

Computed properties:
**Molecular weight**: 440.4 g mol⁻¹
**E_LUMO**: -0.55 eV
**Orbital gap**: 0.328 Eh

---

ii:
Here is a single C22H20N2O8 molecule from OMol25. Energies are from ωB97M-V/def2-TZVPD.

```
52
C22H20N2O8 | OMol25 | ωB97M-V/def2-TZVPD
O 1.63 2.20 -0.83
O 1.04 0.25 0.04
O 1.10 4.39 4.22
O -0.32 -4.33 -5.61
O -1.83 1.10 1.20
O -1.10 -3.96 -0.69
O 0.71 -2.59 -6.71
O 1.32 4.44 1.72
N -0.31 -1.92 -1.34
N -0.68 -0.88 1.19
C -0.78 -2.82 -0.45
C -2.99 -1.05 1.03
C 0.18 -3.88 -6.85
C 0.74 0.82 2.25
C 0.58 -1.04 -3.37
C 1.12 3.21 2.21
C 0.69 2.00 4.30
C -0.09 -3.32 -4.73
C 0.54 -2.26 -5.39
C 1.05 2.00 1.54
C -0.95 -2.29 0.99
C 1.08 4.73 0.36
C -2.42 -2.41 1.41
C 0.88 -1.11 -4.72
C 0.64 -0.32 1.28
C 0.55 0.80 3.60
C -0.39 -3.27 -3.39
C 0.97 3.18 3.63
C -0.04 -2.10 -2.71
C -1.81 -0.10 1.15
C 0.93 4.49 5.62
C 1.26 1.60 0.13
H -0.08 4.18 5.92
H 0.14 4.29 0.03
H -2.50 -2.57 2.48
H 0.97 -4.57 -7.20
H -2.90 -3.24 0.90
H -0.02 -1.01 -1.00
H 1.34 -1.14 1.51
H 1.07 5.54 5.86
H 1.36 -0.29 -5.23
H 0.55 2.00 5.36
H 1.89 4.36 -0.28
H -0.29 -2.89 1.63
H 0.30 -0.11 4.12
H -3.34 -1.03 0.00
H -0.64 -3.87 -7.59
H 1.03 5.81 0.30
H 0.84 -0.15 -2.82
H -3.81 -0.72 1.67
H 1.67 3.89 6.15
H -0.87 -4.09 -2.88
```

Computed properties:
**Molecular weight**: 440.4 g mol⁻¹
**E_LUMO**: 0.38 eV
**Orbital gap**: 0.297 Eh

---

Most stable to least stable, the ends of the list are ii and i.

---

i:
Here is a single CH2N2O2 molecule from OMol25. Energies are from ωB97M-V/def2-TZVPD.

```
7
CH2N2O2 | OMol25 | ωB97M-V/def2-TZVPD
O 1.61 0.88 0.19
O -0.96 0.79 0.04
N 0.10 -0.72 -1.02
N 0.26 -1.18 0.17
C 0.63 0.29 -0.04
H -1.29 1.70 -0.13
H -0.34 -1.76 0.77
```

Computed properties:
**Molecular weight**: 74.0 g mol⁻¹
**E_LUMO**: -1.22 eV
**Orbital gap**: 0.324 Eh

---

ii:
Here is a 2-piece molecular cluster, CH2N2O2 overall from OMol25. Energies are from ωB97M-V/def2-TZVPD.

```
7
CH2N2O2 | OMol25 | ωB97M-V/def2-TZVPD
O -0.10 -2.22 -0.23
O -0.13 -0.42 -1.44
N 0.87 1.20 0.91
N -0.59 -1.52 -1.33
C 0.10 2.07 0.83
H 0.56 -1.74 0.41
H -0.72 2.63 0.85
```

Computed properties:
**Molecular weight**: 74.0 g mol⁻¹
**E_LUMO**: 0.19 eV
**Orbital gap**: 0.402 Eh

---

iii:
Here is a single CH2N2O2 molecule from OMol25. Energies are from ωB97M-V/def2-TZVPD.

```
7
CH2N2O2 | OMol25 | ωB97M-V/def2-TZVPD
O 0.56 1.38 2.03
O -0.38 -0.42 -0.72
N -1.13 -0.38 -1.76
N -0.34 0.53 0.17
C 0.68 0.50 1.25
H -0.84 -1.19 -2.32
H 1.45 -0.42 1.36
```

Computed properties:
**Molecular weight**: 74.0 g mol⁻¹
**E_LUMO**: -1.59 eV
**Orbital gap**: 0.312 Eh

---

iv:
Here is a single CH2N2O2 molecule from OMol25. Energies are from ωB97M-V/def2-TZVPD.

```
7
CH2N2O2 | OMol25 | ωB97M-V/def2-TZVPD
O -1.26 -1.72 -0.01
O 0.87 -0.40 -0.54
N 0.10 1.26 0.17
N -0.65 0.41 0.83
C -0.66 -0.73 0.20
H 0.73 1.71 0.86
H 0.87 -0.53 -1.51
```

Computed properties:
**Molecular weight**: 74.0 g mol⁻¹
**E_LUMO (spin up / spin down)**: -1.50 / -1.50 eV
**Orbital gap (spin up / spin down)**: 0.300 / 0.300 Eh

---

Most stable to least stable, the ends of the list are ii and iii.

---

i:
Here is a single CH2N2O2 molecule from OMol25. Energies are from ωB97M-V/def2-TZVPD.

```
7
CH2N2O2 | OMol25 | ωB97M-V/def2-TZVPD
O 0.49 0.96 1.22
O 1.90 0.56 -0.38
N -0.20 -0.34 -1.01
N -0.96 -1.04 -0.34
C 0.75 0.44 -0.01
H -0.44 0.96 1.45
H -1.54 -1.54 -0.93
```

Computed properties:
**Molecular weight**: 74.0 g mol⁻¹
**E_LUMO**: -0.31 eV
**Orbital gap**: 0.363 Eh

---

ii:
Here is a 2-piece molecular cluster, CH2N2O2 overall from OMol25. Energies are from ωB97M-V/def2-TZVPD.

```
7
CH2N2O2 | OMol25 | ωB97M-V/def2-TZVPD
O -1.20 -0.28 0.35
O 1.72 -0.84 -0.61
N 1.09 0.72 1.02
N -1.68 -0.65 -0.69
C 1.29 -0.08 0.17
H -1.46 0.07 -1.53
H 0.23 1.05 1.29
```

Computed properties:
**Molecular weight**: 74.0 g mol⁻¹
**E_LUMO**: -0.99 eV
**Orbital gap**: 0.336 Eh

---

Most stable to least stable, the ends of the list are i and ii.

---

i:
Here is a 3-piece molecular cluster, C4H17N2O2 overall from OMol25. Energies are from ωB97M-V/def2-TZVPD.

```
25
C4H17N2O2 | OMol25 | ωB97M-V/def2-TZVPD
O -3.82 -2.60 -0.23
O -1.91 0.92 1.09
N 0.62 0.60 2.04
N -0.05 0.00 -1.13
C 0.59 -0.74 0.00
C 0.72 -0.07 -2.49
C 1.51 0.03 0.91
C 2.28 1.25 0.34
H 0.84 -1.82 -0.44
H 2.33 -0.62 1.28
H 1.04 -1.21 -2.56
H 1.52 2.03 0.28
H -0.06 0.02 -3.40
H -0.08 1.03 -0.89
H 2.86 1.75 0.99
H -2.73 0.62 1.44
H 0.56 0.02 2.80
H -4.36 -1.77 -0.55
H -0.36 0.60 1.54
H 2.69 1.33 -0.65
H -2.25 1.12 0.22
H 1.54 0.68 -2.58
H -0.32 -1.33 0.42
H 0.90 1.55 2.23
H -4.05 -3.36 -0.68
```

Computed properties:
**Molecular weight**: 125.2 g mol⁻¹
**E_LUMO**: -2.94 eV
**Charge**: +1
**Orbital gap**: 0.356 Eh

---

ii:
Here is a 3-piece molecular cluster, C4H17N2O2 overall from OMol25. Energies are from ωB97M-V/def2-TZVPD.

```
25
C4H17N2O2 | OMol25 | ωB97M-V/def2-TZVPD
O 2.71 -2.40 0.74
O -1.19 -2.57 -0.41
N -0.05 1.35 -0.51
N 1.20 1.36 1.82
C 0.56 0.04 -0.04
C -1.91 1.24 -2.12
C 0.60 0.05 1.46
C -1.54 1.24 -0.63
H 3.36 -2.28 1.41
H 1.55 -0.15 -0.46
H 0.24 2.01 0.23
H 0.39 1.71 -1.35
H -1.51 -3.45 -0.21
H 2.34 -3.27 0.72
H -2.94 1.55 -2.34
H 2.17 1.34 2.09
H -1.72 0.28 -2.58
H -0.37 0.07 1.95
H -1.27 1.99 -2.60
H -0.15 -0.65 -0.48
H -2.07 2.03 -0.10
H -1.95 0.34 -0.17
H -0.40 -2.91 -0.82
H 0.80 1.89 2.58
H 1.17 -0.80 1.84
```

Computed properties:
**Molecular weight**: 125.2 g mol⁻¹
**E_LUMO**: -2.51 eV
**Charge**: +1
**Orbital gap**: 0.415 Eh

---

Most stable to least stable, the ends of the list are ii and i.